The following is a quantum chemistry calculation of a 12-piece molecular cluster, C48H72O36 overall at a distorted geometry, from OMol25.

SMILES string: C[C@H]1COC(=O)O1.C[C@H]1COC(=O)O1.C[C@H]1COC(=O)O1.C[C@H]1COC(=O)O1.C[C@H]1COC(=O)O1.C[C@H]1COC(=O)O1.C[C@H]1COC(=O)O1.C[C@H]1COC(=O)O1.C[C@H]1COC(=O)O1.C[C@H]1COC(=O)O1.C[C@H]1COC(=O)O1.C[C@H]1COC(=O)O1
E_HOMO: -10.308 eV
total energy: -124646.5071 eV
LUMO level: -0.2 eV
Kohn-Sham gap: 10.096 eV
relative energy (zero: lowest compared OMol25 entry of this formula, charge and spin): 299.3 kcal per mole

Last columns: bonded neighbours and bond lengths (Å).
Positions of all 156 atoms, in Å:
1 C 10.09 -19.09 2.76  C2 1.569, H8 1.090, H9 1.090, H10 1.090
2 C 11.02 -18.26 1.80  C1 1.569, C3 1.477, O7 1.386, H11 1.090
3 C 10.67 -18.52 0.39  C2 1.477, O4 1.412, H12 1.090, H13 1.090
4 O 10.55 -17.27 -0.25  C3 1.412, C5 1.237
5 C 10.30 -16.40 0.59  O4 1.237, O6 1.240, O7 1.364
6 O 9.76 -15.29 0.47  C5 1.240
7 O 10.45 -17.00 1.81  C2 1.386, C5 1.364
8 H 10.42 -18.92 3.78  C1 1.090
9 H 10.13 -20.15 2.51  C1 1.090
10 H 9.05 -18.76 2.86  C1 1.090
11 H 12.08 -18.14 2.02  C2 1.090
12 H 9.82 -19.17 0.20  C3 1.090
13 H 11.51 -18.85 -0.23  C3 1.090
14 C 28.06 -15.20 -4.99  C15 1.620, H21 1.090, H22 1.090, H23 1.090
15 C 27.22 -14.71 -3.70  C14 1.620, C16 1.547, O20 1.374, H24 1.090
16 C 26.22 -13.53 -3.84  C15 1.547, O17 1.450, H25 1.090, H26 1.090
17 O 24.93 -13.99 -3.36  C16 1.450, C18 1.371
18 C 25.07 -15.31 -3.02  O17 1.371, O19 1.236, O20 1.340
19 O 24.19 -15.97 -2.45  C18 1.236
20 O 26.32 -15.68 -3.34  C15 1.374, C18 1.340
21 H 28.54 -16.12 -4.68  C14 1.090
22 H 28.96 -14.63 -5.27  C14 1.090
23 H 27.40 -15.49 -5.81  C14 1.090
24 H 27.90 -14.59 -2.85  C15 1.090
25 H 26.07 -13.13 -4.85  C16 1.090
26 H 26.56 -12.65 -3.30  C16 1.090
27 C 23.22 -24.11 -3.90  C28 1.498, H34 1.090, H35 1.090, H36 1.090
28 C 23.95 -22.83 -4.19  C27 1.498, C29 1.577, O33 1.449, H37 1.090
29 C 24.81 -22.36 -2.96  C28 1.577, O30 1.397, H38 1.090, H39 1.090
30 O 26.07 -22.27 -3.57  C29 1.397, C31 1.341
31 C 26.15 -22.73 -4.82  O30 1.341, O32 1.252, O33 1.351
32 O 27.19 -22.85 -5.52  C31 1.252
33 O 24.94 -23.21 -5.18  C28 1.449, C31 1.351
34 H 22.93 -24.77 -4.71  C27 1.090
35 H 22.34 -24.09 -3.26  C27 1.090
36 H 23.94 -24.84 -3.53  C27 1.090
37 H 23.27 -22.05 -4.52  C28 1.090
38 H 24.93 -23.02 -2.10  C29 1.090
39 H 24.57 -21.38 -2.53  C29 1.090
40 C 18.75 -25.13 12.35  C41 1.487, H47 1.090, H48 1.090, H49 1.090
41 C 19.15 -26.23 11.42  C40 1.487, C42 1.500, O46 1.400, H50 1.090
42 C 20.50 -26.11 10.79  C41 1.500, O43 1.393, H51 1.090, H52 1.090
43 O 21.09 -27.37 10.86  C42 1.393, C44 1.297
44 C 20.45 -28.05 11.76  O43 1.297, O45 1.240, O46 1.377
45 O 20.84 -29.15 12.18  C44 1.240
46 O 19.39 -27.32 12.26  C41 1.400, C44 1.377
47 H 19.55 -24.98 13.07  C40 1.090
48 H 17.83 -25.36 12.88  C40 1.090
49 H 18.68 -24.18 11.82  C40 1.090
50 H 18.39 -26.58 10.71  C41 1.090
51 H 21.18 -25.39 11.24  C42 1.090
52 H 20.51 -25.81 9.74  C42 1.090
53 C 20.62 -22.39 3.56  C54 1.517, H60 1.090, H61 1.090, H62 1.090
54 C 19.91 -21.16 4.10  C53 1.517, C55 1.460, O59 1.393, H63 1.090
55 C 19.40 -20.20 3.13  C54 1.460, O56 1.398, H64 1.090, H65 1.090
56 O 18.04 -20.50 3.05  C55 1.398, C57 1.322
57 C 17.72 -21.32 4.04  O56 1.322, O58 1.189, O59 1.253
58 O 16.63 -21.58 4.44  C57 1.189
59 O 18.74 -21.56 4.73  C54 1.393, C57 1.253
60 H 20.21 -22.90 2.68  C53 1.090
61 H 20.87 -23.08 4.36  C53 1.090
62 H 21.63 -22.12 3.27  C53 1.090
63 H 20.58 -20.73 4.83  C54 1.090
64 H 19.70 -20.40 2.10  C55 1.090
65 H 19.57 -19.18 3.47  C55 1.090
66 C 28.30 -27.53 7.96  C67 1.518, H73 1.090, H74 1.090, H75 1.090
67 C 28.65 -28.29 6.70  C66 1.518, C68 1.551, O72 1.302, H76 1.090
68 C 27.74 -29.41 6.14  C67 1.551, O69 1.368, H77 1.090, H78 1.090
69 O 26.76 -28.58 5.69  C68 1.368, C70 1.334
70 C 27.37 -27.51 5.19  O69 1.334, O71 1.185, O72 1.345
71 O 26.87 -26.74 4.44  C70 1.185
72 O 28.56 -27.35 5.81  C67 1.302, C70 1.345
73 H 28.90 -26.64 8.17  C66 1.090
74 H 28.40 -28.13 8.87  C66 1.090
75 H 27.26 -27.23 7.86  C66 1.090
76 H 29.70 -28.58 6.68  C67 1.090
77 H 27.35 -30.06 6.92  C68 1.090
78 H 28.11 -29.98 5.28  C68 1.090
79 C 15.40 -9.93 1.92  C80 1.460, H86 1.090, H87 1.090, H88 1.090
80 C 15.18 -11.25 1.35  C79 1.460, C81 1.483, O85 1.464, H89 1.090
81 C 16.39 -11.94 0.85  C80 1.483, O82 1.409, H90 1.090, H91 1.090
82 O 16.57 -13.06 1.69  C81 1.409, C83 1.405
83 C 15.44 -13.18 2.51  O82 1.405, O84 1.220, O85 1.333
84 O 15.16 -13.98 3.39  C83 1.220
85 O 14.59 -12.17 2.33  C80 1.464, C83 1.333
86 H 16.28 -9.78 2.54  C79 1.090
87 H 14.57 -9.92 2.63  C79 1.090
88 H 15.42 -9.06 1.26  C79 1.090
89 H 14.52 -11.35 0.49  C80 1.090
90 H 17.29 -11.32 0.87  C81 1.090
91 H 16.19 -12.17 -0.20  C81 1.090
92 C 25.63 -16.54 9.54  C93 1.530, H99 1.090, H100 1.090, H101 1.090
93 C 24.55 -17.61 9.37  C92 1.530, C94 1.492, O98 1.435, H102 1.090
94 C 25.14 -18.93 8.98  C93 1.492, O95 1.383, H103 1.090, H104 1.090
95 O 24.30 -19.83 9.60  C94 1.383, C96 1.373
96 C 23.71 -19.21 10.67  O95 1.373, O97 1.251, O98 1.276
97 O 23.14 -19.86 11.58  C96 1.251
98 O 23.92 -17.95 10.61  C93 1.435, C96 1.276
99 H 26.60 -16.86 9.92  C92 1.090
100 H 25.35 -15.77 10.26  C92 1.090
101 H 25.76 -16.01 8.59  C92 1.090
102 H 23.87 -17.39 8.55  C93 1.090
103 H 26.15 -19.29 9.19  C94 1.090
104 H 24.94 -18.91 7.91  C94 1.090
105 C 7.88 -23.60 10.14  C106 1.529, H112 1.090, H113 1.090, H114 1.090
106 C 9.28 -24.14 9.83  C105 1.529, C107 1.513, O111 1.423, H115 1.090
107 C 10.36 -23.09 9.74  C106 1.513, O108 1.388, H116 1.090, H117 1.090
108 O 11.34 -23.70 10.51  C107 1.388, C109 1.275
109 C 10.96 -24.67 11.25  O108 1.275, O110 1.247, O111 1.343
110 O 11.64 -25.26 12.12  C109 1.247
111 O 9.69 -24.96 10.92  C106 1.423, C109 1.343
112 H 7.03 -24.27 10.06  C105 1.090
113 H 7.62 -23.04 9.24  C105 1.090
114 H 7.59 -23.16 11.09  C105 1.090
115 H 9.22 -24.73 8.92  C106 1.090
116 H 10.10 -22.07 10.03  C107 1.090
117 H 10.80 -23.10 8.74  C107 1.090
118 C 16.99 -19.78 -3.69  C119 1.551, H125 1.090, H126 1.090, H127 1.090
119 C 16.32 -18.38 -3.66  C118 1.551, C120 1.518, O124 1.423, H128 1.090
120 C 17.30 -17.22 -3.73  C119 1.518, O121 1.408, H129 1.090, H130 1.090
121 O 16.64 -16.33 -4.60  C120 1.408, C122 1.383
122 C 15.61 -17.00 -5.24  O121 1.383, O123 1.225, O124 1.333
123 O 14.91 -16.61 -6.17  C122 1.225
124 O 15.32 -18.16 -4.64  C119 1.423, C122 1.333
125 H 17.52 -19.88 -4.64  C118 1.090
126 H 16.22 -20.55 -3.56  C118 1.090
127 H 17.73 -19.92 -2.90  C118 1.090
128 H 15.89 -18.36 -2.66  C119 1.090
129 H 18.32 -17.59 -3.81  C120 1.090
130 H 17.23 -16.71 -2.78  C120 1.090
131 C 15.95 -27.69 5.53  C132 1.498, H138 1.090, H139 1.090, H140 1.090
132 C 16.88 -28.76 5.04  C131 1.498, C133 1.590, O137 1.387, H141 1.090
133 C 17.76 -28.44 3.76  C132 1.590, O134 1.413, H142 1.090, H143 1.090
134 O 18.82 -29.34 3.96  C133 1.413, C135 1.361
135 C 18.88 -29.75 5.26  O134 1.361, O136 1.241, O137 1.387
136 O 19.52 -30.71 5.72  C135 1.241
137 O 17.90 -29.04 5.94  C132 1.387, C135 1.387
138 H 15.08 -27.71 4.88  C131 1.090
139 H 16.48 -26.74 5.62  C131 1.090
140 H 15.57 -28.01 6.50  C131 1.090
141 H 16.36 -29.69 4.81  C132 1.090
142 H 18.01 -27.37 3.76  C133 1.090
143 H 17.10 -28.57 2.90  C133 1.090
144 C 25.97 -11.35 2.91  C145 1.514, H151 1.090, H152 1.090, H153 1.090
145 C 25.40 -12.48 3.74  C144 1.514, C146 1.591, O150 1.404, H154 1.090
146 C 23.83 -12.49 4.01  C145 1.591, O147 1.413, H155 1.090, H156 1.090
147 O 23.59 -13.87 3.83  C146 1.413, C148 1.357
148 C 24.71 -14.58 3.55  O147 1.357, O149 1.225, O150 1.245
149 O 24.68 -15.80 3.44  C148 1.225
150 O 25.66 -13.80 3.37  C145 1.404, C148 1.245
151 H 25.73 -11.50 1.86  C144 1.090
152 H 27.04 -11.54 2.94  C144 1.090
153 H 25.86 -10.35 3.33  C144 1.090
154 H 25.76 -12.31 4.76  C145 1.090
155 H 23.16 -11.88 3.40  C146 1.090
156 H 23.73 -12.25 5.07  C146 1.090

Atomic partial charges in e from the Mulliken method, atoms 1 to 2: C -1.363; C 0.469